[1]
Density functional theory data (ωB97M-V/def2-TZVPD) for a molecular structure, C6H7LiO6V.

```
21
Properties=species:S:1:pos:R:3:forces:R:3
O -4.17670 0.64818 1.69105 -0.9 0.0 -0.1
C -3.18249 0.14687 1.13855 4.3 3.5 -0.3
O -3.19031 -1.08100 0.79796 0.9 -1.5 -0.8
O -2.09200 0.90929 0.96459 -2.9 0.9 1.2
C -0.89417 0.27701 0.91637 4.7 -2.8 -0.6
C -0.07510 0.24442 2.02697 -3.0 -1.2 1.0
V -4.91138 -1.13158 1.55833 -3.1 -0.9 1.0
H 0.69928 -0.50556 2.21053 0.2 0.6 -0.8
H -0.57864 0.53838 2.95315 0.7 1.0 0.4
Li -1.60102 -1.98120 0.20541 0.6 0.4 -0.2
C 0.66871 0.96860 0.33123 -0.8 0.6 -2.2
C 1.24255 -0.12566 -0.55138 0.3 -0.8 -0.3
O 2.24538 0.45960 -1.37999 -0.6 0.9 1.3
C 2.67309 -0.26141 -2.40394 -0.1 -1.1 -1.7
O 2.50400 -1.44725 -2.55418 0.0 0.4 0.5
O 3.21348 0.55819 -3.29580 0.2 0.3 0.4
H 1.48428 1.49814 0.84194 -0.5 -0.3 0.9
H 0.25996 1.78637 -0.28065 -0.3 -0.2 0.1
H 0.48339 -0.61101 -1.17906 0.0 0.4 0.0
H 1.67256 -0.93808 0.04956 0.1 0.2 0.0
H 3.55514 0.04771 -4.04064 0.0 -0.2 0.0
```
Forces are in eV/Å.

Values from the calculation:
Expectation value of S² = 3.756
Highest occupied orbital energy (alpha / beta) = -0.5814 / -0.5814 Ha
Kohn-Sham gap (alpha / beta) = 6.24 / 6.47 eV
2S+1 = 4
Total charge = +2

Atom charges from the Löwdin analysis, given in e for atoms 1 to 5: 0.0652 -0.6608 -0.1562 0.1294 -0.2726

***

[2]
Density functional theory data (ωB97M-V/def2-TZVPD) for 2 unconnected molecules or ions with the total composition C4H9O.

```
14
Properties=species:S:1:pos:R:3:forces:R:3
C 0.86557 0.58972 2.77883 -0.5 0.3 0.2
O 1.36316 0.99679 1.60101 0.3 -0.1 0.0
H -0.24143 0.35864 2.70777 0.1 -0.2 0.3
H 1.33528 -0.30729 3.27575 0.0 -0.1 -0.3
H 0.90312 1.33522 3.63013 0.0 0.1 -0.2
C -0.61007 -0.35697 -0.47298 -1.1 -0.5 0.9
C -0.05168 -0.63741 -1.81420 -0.1 0.8 0.0
C -0.49347 -0.03075 -2.92274 0.1 -1.1 0.3
H -1.54169 0.21823 -0.50163 0.1 0.1 -0.3
H -0.88881 -1.28934 0.04462 0.2 0.0 -0.1
H 0.04947 0.15653 0.24563 0.6 0.2 -0.2
H 0.78774 -1.32576 -1.80558 0.2 0.2 -0.3
H -0.03854 -0.20403 -3.88901 0.0 0.0 -0.1
H -1.43865 0.49642 -2.87759 0.2 0.4 -0.1
```
Forces are in eV/Å.

Values from the calculation:
Highest occupied orbital energy = -0.0798 Ha
Kohn-Sham gap = 6.15 eV
2S+1 = 1
Total charge = -1

Atom charges from the Löwdin analysis, given in e for atoms 1 to 5: -0.5272 -0.4382 0.0247 0.0217 0.0199

***

[3]
Density functional theory data (ωB97M-V/def2-TZVPD) for 9 unconnected molecules or ions with the total composition C32H78BN6O16.

```
133
Properties=species:S:1:pos:R:3:forces:R:3
O -2.24413 -2.91250 -0.08783 0.0 0.0 -0.2
C -1.29992 -2.17628 -0.14085 -0.7 0.3 0.2
O -1.31838 -0.94328 -0.61471 0.2 0.4 -0.4
B 0.05356 -0.41473 -0.63992 0.4 -0.8 -0.1
O 0.81768 -1.37379 0.23267 0.0 0.3 -0.3
C 0.07376 -2.43578 0.44996 0.2 -0.1 0.4
O 0.35241 -3.41952 1.07458 0.3 -0.1 0.0
O 0.21498 0.95607 -0.19524 -0.3 0.0 0.3
C 0.97741 1.61850 -1.04564 0.3 0.3 0.4
O 1.34734 2.74863 -0.89803 0.0 0.0 -0.3
C 1.29964 0.68481 -2.22270 -0.9 -0.3 -0.7
O 0.63194 -0.44146 -2.01492 0.2 0.1 0.4
O 1.90285 0.96454 -3.21708 0.3 0.1 0.1
C 3.77985 -2.16735 1.87699 -0.4 1.0 0.8
C 4.32228 -3.53972 2.28433 -0.1 0.9 -0.6
C 3.17746 -4.51627 2.46018 0.1 -0.6 -0.8
O 3.67997 -5.81039 2.72541 0.4 -0.1 0.5
C 2.67830 -6.77410 2.87985 -0.7 0.1 -0.1
N 5.28189 -3.98687 1.22615 -0.9 0.5 -0.1
H 3.04998 -1.73506 2.57584 -0.1 -0.5 0.1
H 3.30637 -2.09465 0.89751 0.1 -0.4 -0.1
H 4.57779 -1.42269 1.91996 0.2 -0.2 -0.3
H 4.84343 -3.36893 3.22909 0.2 -0.5 0.0
H 2.60795 -4.56912 1.51986 -0.1 0.2 0.0
H 2.46537 -4.21887 3.24047 0.2 0.2 0.1
H 2.98887 -7.55055 3.57790 0.2 0.0 0.0
H 2.39820 -7.24817 1.93052 0.1 0.0 -0.1
H 1.75666 -6.31976 3.27110 0.0 -0.1 0.1
H 4.65393 -4.11743 0.42363 0.2 -0.6 0.1
H 5.71399 -3.12023 0.89531 0.4 -0.1 0.4
C -4.35152 -1.52395 2.21228 0.4 -0.2 0.6
C -3.63316 -0.35508 2.92246 -0.8 -0.5 -0.8
C -3.15564 0.67052 1.90276 -0.5 0.7 0.4
O -2.94335 1.91320 2.56866 0.5 -0.1 -0.6
C -2.36796 2.82411 1.66318 0.2 0.6 0.2
N -4.56782 0.24187 3.92490 -0.1 -1.4 0.2
H -3.75102 -1.92656 1.39497 -0.3 -0.1 -0.1
H -5.37031 -1.28779 1.89562 0.2 0.4 -0.4
H -4.49557 -2.30360 2.96925 0.2 -0.2 -0.2
H -2.73947 -0.79644 3.35473 -0.1 0.4 0.6
H -3.89919 0.84220 1.10819 -0.2 -0.1 0.1
H -2.24589 0.34769 1.38515 0.0 -0.2 0.2
H -2.40397 3.82920 2.09006 -0.2 -0.1 0.1
H -2.90334 2.84363 0.70789 -0.1 -0.1 -0.1
H -1.30509 2.64551 1.45474 -0.1 -0.4 0.0
H -4.54263 -0.39711 4.72723 0.6 0.5 0.2
H -5.48483 -0.08313 3.60560 -0.1 0.8 -0.3
C -1.42488 -8.00321 0.88290 -0.6 0.5 -0.5
C -2.27375 -6.79002 1.25305 0.7 1.1 0.3
C -1.74804 -6.10966 2.51734 -0.4 -1.2 0.6
O -1.95410 -7.00249 3.62937 -0.1 0.2 0.0
C -1.60984 -6.35114 4.82419 -0.1 0.0 0.3
N -2.26080 -5.84914 0.13748 0.4 0.1 -0.9
H -1.81570 -8.29270 -0.09740 0.1 -0.6 0.2
H -1.46758 -8.79184 1.62713 -0.1 -0.1 -0.1
H -0.38665 -7.70805 0.71551 0.0 0.1 0.2
H -3.32502 -7.03767 1.41125 0.1 -0.4 0.3
H -2.32325 -5.19987 2.71839 0.3 0.2 -0.1
H -0.66755 -5.94114 2.46840 -0.1 0.5 -0.3
H -2.22241 -5.45499 4.97718 0.1 0.2 -0.1
H -0.55150 -6.06924 4.84403 0.1 0.1 -0.1
H -1.79657 -6.99515 5.68382 0.0 -0.3 -0.2
H -1.41158 -5.94073 -0.41172 0.0 -0.2 0.1
H -2.29320 -4.85121 0.33501 -0.3 -0.3 0.5
C 0.66474 7.55084 -6.29065 -0.3 0.1 -0.3
C 0.66065 7.22949 -4.81304 1.8 -0.6 0.7
C 0.40017 5.73978 -4.53632 -0.8 0.0 0.6
O 1.00597 4.91528 -5.49278 0.0 0.1 -0.6
C 0.50450 3.60193 -5.44935 0.5 -0.8 0.3
N 2.01817 7.58581 -4.30552 0.2 -0.2 -0.3
H -0.26817 7.19151 -6.72905 0.1 0.2 -0.3
H 1.49956 7.06559 -6.79947 -0.2 -0.4 0.2
H 0.82987 8.60706 -6.50367 -0.4 0.1 0.3
H -0.04130 7.82421 -4.22841 -0.2 0.0 -0.2
H -0.68294 5.53890 -4.45334 0.0 0.1 -0.5
H 0.75162 5.46435 -3.52995 0.2 0.2 0.0
H 0.95553 3.03129 -4.62750 -0.4 0.2 0.4
H 0.81831 3.00396 -6.30684 -0.1 0.6 -0.4
H -0.58488 3.61638 -5.38511 -0.1 -0.2 0.0
H 2.18948 7.17677 -3.38954 -0.4 0.2 0.1
H 2.67089 7.05103 -4.87890 0.0 0.3 -0.1
C 3.24614 6.33882 2.19908 0.5 -0.7 -0.3
C 2.12169 5.44527 1.65890 0.9 0.4 -0.5
C 1.66532 5.96781 0.29490 -1.4 0.5 1.0
O 1.25489 7.33669 0.41048 0.0 -0.1 -0.2
C 0.43503 7.69801 -0.70098 0.6 -0.1 0.9
N 2.66213 4.11091 1.42952 0.2 -0.3 -0.1
H 3.95096 6.56007 1.39097 -0.3 0.2 -0.2
H 3.88319 5.72825 2.84726 -0.3 0.3 0.5
H 2.90184 7.26490 2.65083 0.0 -0.1 0.1
H 1.28312 5.39526 2.36286 -0.1 0.4 -0.2
H 0.74655 5.40508 0.08122 0.3 -0.3 -0.7
H 2.42594 5.89460 -0.48416 0.1 -0.4 0.0
H 0.03554 8.69052 -0.50630 0.0 0.0 0.0
H -0.37503 6.96922 -0.76003 -0.2 0.1 -0.4
H 1.04262 7.72680 -1.60917 -0.2 -0.1 -0.2
H 2.71877 3.59738 2.29964 0.0 0.0 0.0
H 2.10811 3.56909 0.77049 0.0 0.1 0.2
C -2.38667 1.13121 -3.29678 -0.4 -0.5 0.0
C -3.22574 -0.06311 -3.82053 0.5 0.2 0.6
C -3.95137 -0.82402 -2.70925 -1.1 0.0 -0.8
O -4.80614 -1.77677 -3.34713 0.2 -0.5 0.2
C -5.25583 -2.72447 -2.39986 0.2 -0.3 -0.3
N -4.20790 0.40923 -4.82228 0.7 0.5 0.1
H -1.69815 1.45616 -4.07806 -0.1 0.2 0.0
H -1.79148 0.90196 -2.41292 -0.1 -0.1 0.1
H -3.09131 1.92936 -3.04891 0.2 0.2 0.1
H -2.50996 -0.77069 -4.24614 -0.3 -0.1 -0.4
H -4.65343 -0.17528 -2.16013 0.5 0.3 0.3
H -3.26932 -1.33889 -2.03343 0.1 0.2 0.1
H -4.41284 -3.32935 -2.04943 0.0 0.2 0.4
H -5.94325 -3.43291 -2.86490 -0.1 0.3 -0.3
H -5.77737 -2.23356 -1.57167 0.1 -0.1 0.2
H -4.37977 1.37408 -4.53945 -0.5 -0.1 -0.1
H -3.72335 0.54708 -5.70725 0.0 -0.3 0.0
C 5.06918 0.45087 -2.35178 0.0 0.3 -0.1
C 4.71425 0.30490 -0.88162 0.7 -0.1 0.5
O 5.70209 -0.49298 -0.19581 -0.3 -0.2 0.0
H 4.16766 0.75487 -2.88492 0.3 0.2 -0.2
H 5.47490 -0.45166 -2.81195 -0.5 -0.4 0.4
H 5.88886 1.15653 -2.51683 -0.3 0.4 0.2
H 3.73205 -0.14454 -0.71871 0.2 -0.4 -0.2
H 4.65546 1.24511 -0.32232 -0.1 0.3 -0.5
H 6.42269 0.09062 0.05123 0.0 0.0 0.0
C -0.51444 -2.60268 4.25433 0.6 0.4 -0.7
C 0.34753 -1.35484 4.01099 0.2 -0.6 0.7
O -0.44786 -0.31026 3.49452 -0.2 -0.1 -0.3
H -1.36162 -2.57745 3.56803 -0.2 0.0 0.2
H -0.80415 -2.69774 5.29704 -0.3 -0.1 -0.1
H 0.09253 -3.44763 3.92605 -0.2 -0.3 0.3
H 1.17353 -1.67565 3.37093 -0.2 0.5 -0.4
H 0.79729 -1.05736 4.96695 0.0 0.1 0.0
H 0.07677 0.44601 3.21786 0.2 -0.1 0.0
```
Forces are in eV/Å.

Values from the calculation:
Highest occupied orbital energy = -0.2518 Ha
Kohn-Sham gap = 9.11 eV
2S+1 = 1
Total charge = -1

Atom charges from the Löwdin analysis, given in e for atoms 1 to 5: 0.1235 -0.3691 0.2091 -0.8837 0.2169

***

One value per record, in order, for electronic energy: -44492.374; -6339.820; -76830.009 eV.